Entry 1:
This record from the Open Molecules 2025 dataset describes a single H2N4O5 molecule at a distorted geometry. The level of theory is the ωB97M-V functional and the def2-TZVPD basis.

As for the lowest unoccupied orbital energy: -0.85 eV. The relative energy (zero: lowest compared OMol25 entry of this formula, charge and spin) comes out at 109.9 kJ/mol. As for the charge: 0. The calculation puts the orbital gap at 8.694 eV. Its total energy is -596.0096 Eh.

The geometry in XYZ format:
```
11
Properties=species:S:1:pos:R:3:forces:R:3
N 1.147226 1.102530 -0.398070 3.3 -0.6 0.4
N -2.244325 -0.375530 0.083930 -0.2 -2.8 -1.1
N 0.087835 1.509119 -0.773142 -2.4 0.4 1.5
N -2.125673 0.774444 0.486798 -0.5 1.1 0.9
O -0.313172 1.987043 -1.771556 -0.2 -0.3 -0.5
O -3.057923 1.288622 1.066863 -0.9 0.9 0.6
O 1.358999 0.798846 0.924517 -5.7 0.7 -0.7
O -1.136624 -0.919177 -0.544135 0.5 -1.6 0.1
O -1.053993 1.608137 0.493867 1.8 0.0 -0.9
H 2.246360 0.681173 1.024965 4.1 -0.5 -0.2
H -1.285170 -1.934912 -0.513041 0.0 2.7 0.0
```
Positions in Å, forces in eV/Å.


Entry 2:
This record from the Open Molecules 2025 dataset describes 2 unconnected molecules or ions with the total composition C2H8S2. The level of theory is the ωB97M-V functional and the def2-TZVPD basis.

As for the lowest unoccupied orbital energy (alpha / beta): -3.86 / -8.94 eV. The relative energy (zero: lowest compared OMol25 entry of this formula, charge and spin) comes out at 50.7 kJ/mol. As for the spin multiplicity: 2. As for the charge: +1. The calculation puts the orbital gap (alpha / beta) at 10.287 / 4.676 eV. The expectation value of S² is 0.755. Its total energy is -877.0203 Eh.

The geometry in XYZ format:
```
12
Properties=species:S:1:pos:R:3:forces:R:3
S 3.073230 -0.367324 -2.183931 -0.2 0.0 0.4
H 1.892103 -0.968927 -2.365769 0.0 -0.1 -0.2
H 2.639766 0.780318 -2.727671 0.0 0.0 0.0
C -1.612793 0.363986 1.345949 -0.3 -0.4 0.1
C -0.777603 -0.193044 0.164123 -0.1 0.6 0.5
S 0.665120 -0.998064 0.863858 0.1 0.0 -0.5
H -1.815262 -0.365365 2.132684 0.3 0.0 -0.1
H -1.135576 1.240299 1.770272 0.0 0.1 0.1
H -2.599404 0.617766 0.958842 0.1 0.2 -0.2
H -0.418484 0.662827 -0.395624 0.0 -0.1 -0.4
H -1.341171 -0.879052 -0.457336 0.1 -0.3 0.0
H 1.430073 0.106582 0.894604 0.2 0.0 0.2
```
Positions in Å, forces in eV/Å.


Entry 3:
This record from the Open Molecules 2025 dataset describes 2 unconnected molecules or ions with the total composition C2H10NOS at a distorted geometry. The level of theory is the ωB97M-V functional and the def2-TZVPD basis.

As for the lowest unoccupied orbital energy: -3.61 eV. The relative energy (zero: lowest compared OMol25 entry of this formula, charge and spin) comes out at 72.8 kJ/mol. As for the charge: +1. The calculation puts the orbital gap at 10.465 eV. Its total energy is -610.1097 Eh.

The geometry in XYZ format:
```
15
Properties=species:S:1:pos:R:3:forces:R:3
S 2.896306 0.545993 -1.340348 0.1 0.3 -0.3
H 3.566758 -0.259948 -2.184363 -0.3 0.0 0.1
H 3.200137 -0.154208 -0.261359 0.3 -0.3 0.4
C -1.143749 -1.041762 0.234418 0.6 0.7 0.2
O -1.817613 -1.656331 1.301991 -0.4 0.8 -0.5
C -0.933960 0.424484 0.700991 -0.6 -0.2 0.1
N -0.188674 1.258917 -0.290374 -0.9 0.3 -0.5
H -1.747770 -1.082300 -0.692951 0.3 0.0 0.4
H -0.134869 -1.466794 0.037470 -0.6 0.0 0.0
H -1.346579 -2.415631 1.604617 0.4 -0.9 0.3
H -1.901722 0.935072 0.903064 0.6 -0.4 -0.2
H -0.329738 0.470750 1.592213 0.0 -0.3 0.5
H -0.723173 1.260305 -1.169779 0.5 0.1 0.0
H 0.779111 0.960392 -0.485785 -0.1 -0.2 -0.2
H -0.174465 2.221060 0.050195 0.2 0.1 -0.1
```
Positions in Å, forces in eV/Å.


Entry 4:
This record from the Open Molecules 2025 dataset describes a single C4H7N2OP molecule at a distorted geometry. The level of theory is the ωB97M-V functional and the def2-TZVPD basis.

As for the lowest unoccupied orbital energy: 0.51 eV. The relative energy (zero: lowest compared OMol25 entry of this formula, charge and spin) comes out at 436.6 kJ/mol. As for the charge: 0. The calculation puts the orbital gap at 7.410 eV. Its total energy is -682.5708 Eh.

The geometry in XYZ format:
```
15
Properties=species:S:1:pos:R:3:forces:R:3
C -0.515344 1.683821 -0.061950 -1.0 -0.7 0.0
C 1.248169 0.433740 -0.153002 -2.9 -3.4 -1.0
C -0.329570 -0.570371 -0.324039 3.6 2.3 0.3
C 2.525354 -0.247258 0.321419 0.0 1.3 -1.0
N 0.791033 1.652878 -0.052469 -0.1 -0.6 0.6
N -1.190592 0.447307 -0.178496 1.6 0.8 -1.0
O -0.763490 -1.808295 -0.743553 0.6 0.9 0.3
P -2.819377 0.509751 0.422612 -0.9 1.4 -0.9
H -1.204085 2.449959 0.202943 0.3 1.0 0.0
H 3.298684 -0.570363 -0.418762 -0.1 1.6 0.1
H 2.896166 0.228680 1.249120 0.1 -0.3 -0.7
H 2.234818 -1.220945 0.500972 -1.0 -2.1 1.4
H 0.000556 -2.351312 -1.013772 -0.4 0.5 0.3
H -2.497538 -0.673692 0.891551 -0.6 -2.6 1.5
H -3.674789 0.036106 -0.642570 0.7 0.0 0.2
```
Positions in Å, forces in eV/Å.


Entry 5:
This record from the Open Molecules 2025 dataset describes a molecular structure, C6H12N2O4 at a distorted geometry. The level of theory is the ωB97M-V functional and the def2-TZVPD basis.

As for the lowest unoccupied orbital energy: -0.17 eV. The relative energy (zero: lowest compared OMol25 entry of this formula, charge and spin) comes out at 565.0 kJ/mol. As for the charge: 0. The calculation puts the orbital gap at 9.104 eV. Its total energy is -646.1213 Eh.

The geometry in XYZ format:
```
24
Properties=species:S:1:pos:R:3:forces:R:3
C -1.770863 1.397272 -0.762853 -1.6 -0.7 1.0
C -0.411064 0.914337 -0.281473 0.7 -1.2 -0.7
C -2.688580 0.345336 -1.431012 -2.1 -2.6 0.6
C 0.630737 -0.880699 1.094857 -4.8 -2.1 2.5
C 1.925505 -0.229145 1.000841 2.5 3.2 -2.1
C 0.461176 -2.231259 0.315898 -2.5 0.9 1.4
H -1.510061 2.077600 -2.691742 -0.1 0.8 2.2
H -0.789179 2.921339 -1.262815 -2.9 -0.4 -2.7
H -2.129733 1.742527 0.291063 -0.5 -0.2 -1.9
H -2.220503 -0.265744 -2.257032 0.0 1.1 0.7
H -3.061067 -0.553487 -0.719299 0.6 2.2 -1.3
H -3.643649 0.849827 -1.912699 2.0 -0.9 1.3
H -1.606687 -0.414269 0.934908 4.6 2.4 0.0
H 0.060234 -1.143233 2.172338 3.1 0.1 -2.1
H 0.434857 -2.137088 -0.740394 0.3 0.3 -1.0
H 1.125756 -3.014966 0.620339 0.8 0.1 0.3
H -1.014779 -3.906841 0.680145 0.6 6.2 0.1
H 3.622783 -0.022696 0.012589 -2.0 -1.7 0.5
N -1.755402 2.467934 -1.713299 4.4 1.7 0.6
N -0.485057 0.192385 0.893997 -3.2 -3.9 -0.8
O 0.669885 1.114904 -0.803289 -1.0 0.4 -0.8
O 2.020448 0.928406 1.326444 0.9 -1.0 1.2
O -0.910871 -2.611681 0.734026 0.2 -6.0 -0.5
O 2.912261 -0.762910 0.116590 -0.1 1.3 1.6
```
Positions in Å, forces in eV/Å.


What did the third record say?
This record from the Open Molecules 2025 dataset describes 2 unconnected molecules or ions with the total composition C2H10NOS at a distorted geometry. The level of theory is the ωB97M-V functional and the def2-TZVPD basis.

As for the lowest unoccupied orbital energy: -3.61 eV. The relative energy (zero: lowest compared OMol25 entry of this formula, charge and spin) comes out at 72.8 kJ/mol. As for the charge: +1. The calculation puts the orbital gap at 10.465 eV. Its total energy is -610.1097 Eh.

The geometry in XYZ format:
```
15
Properties=species:S:1:pos:R:3:forces:R:3
S 2.896306 0.545993 -1.340348 0.1 0.3 -0.3
H 3.566758 -0.259948 -2.184363 -0.3 0.0 0.1
H 3.200137 -0.154208 -0.261359 0.3 -0.3 0.4
C -1.143749 -1.041762 0.234418 0.6 0.7 0.2
O -1.817613 -1.656331 1.301991 -0.4 0.8 -0.5
C -0.933960 0.424484 0.700991 -0.6 -0.2 0.1
N -0.188674 1.258917 -0.290374 -0.9 0.3 -0.5
H -1.747770 -1.082300 -0.692951 0.3 0.0 0.4
H -0.134869 -1.466794 0.037470 -0.6 0.0 0.0
H -1.346579 -2.415631 1.604617 0.4 -0.9 0.3
H -1.901722 0.935072 0.903064 0.6 -0.4 -0.2
H -0.329738 0.470750 1.592213 0.0 -0.3 0.5
H -0.723173 1.260305 -1.169779 0.5 0.1 0.0
H 0.779111 0.960392 -0.485785 -0.1 -0.2 -0.2
H -0.174465 2.221060 0.050195 0.2 0.1 -0.1
```
Positions in Å, forces in eV/Å.


Q: charge of number 4 (C4H7N2OP)?
A: 0